Entry 1:
{
  "formula": "C5H8N2",
  "method": "ωB97M-V/def2-TZVPD",
  "lumo_ev": 0.89,
  "e_homo_ev": -8.47,
  "smiles": "Cc1cn(C)cn1",
  "relative_energy_kcal_mol": 2.7,
  "symbols": ["C", "N", "C", "N", "C", "C", "C", "H", "H", "H", "H", "H", "H", "H", "H"],
  "positions_angstrom": [[2.30827, -0.59410, -0.49339], [1.02833, -0.08219, -0.06731], [0.79002, 1.03954, 0.65790], [-0.48358, 1.23580, 0.87112], [-1.11807, 0.17578, 0.26730], [-2.60807, 0.20611, 0.21021], [-0.20233, -0.64693, -0.32722], [2.26572, -0.85154, -1.55495], [3.06781, 0.17786, -0.35088], [2.58870, -1.48150, 0.08219], [1.59028, 1.68239, 1.00386], [-3.05642, 0.21737, 1.21169], [-2.81566, 1.16250, -0.25808], [-3.02965, -0.64908, -0.33627], [-0.29853, -1.55512, -0.90647]],
  "forces_ev_per_a": [[0.153, -0.054, -0.032], [-0.098, 0.107, 0.080], [0.290, 0.017, 0.002], [0.183, -0.183, 0.024], [-0.167, 0.083, -0.039], [0.125, -0.431, 0.228], [-0.045, -0.003, 0.105], [0.064, 0.023, 0.132], [-0.100, -0.120, -0.013], [-0.009, 0.104, -0.087], [-0.055, -0.109, -0.082], [0.186, 0.022, -0.173], [-0.616, -0.040, -0.222], [0.111, 0.427, -0.023], [-0.022, 0.158, 0.099]],
  "mulliken_charge": [-0.844, 0.141, -0.006, -0.651, 0.443, -1.054, -0.499, 0.321, 0.293, 0.292, 0.358, 0.267, 0.259, 0.295, 0.387]
}



Entry 2:
{
  "formula": "C6H9N",
  "method": "ωB97M-V/def2-TZVPD",
  "lumo_ev": [0.54, -0.65],
  "multiplicity": 3,
  "e_homo_ev": [-6.99, -9.95],
  "relative_energy_kcal_mol": 63.4,
  "symbols": ["C", "C", "C", "C", "C", "C", "N", "H", "H", "H", "H", "H", "H", "H", "H", "H"],
  "positions_angstrom": [[1.69939, 2.52673, 0.61049], [1.05382, 1.74755, -0.25379], [0.97546, 1.39797, 1.21290], [-0.93309, -1.37109, -1.31622], [-0.12804, -1.13224, -0.06745], [-1.14714, -0.84753, 0.89889], [0.72688, 0.75145, 2.18204], [2.16472, 3.41118, 0.83135], [1.06525, 1.54345, -1.29676], [-1.44888, -2.38689, -1.21635], [-1.54085, -0.47708, -1.57081], [-0.24295, -1.65302, -2.20939], [0.44036, -0.22483, -0.28102], [0.54875, -1.96438, 0.21157], [-1.77154, 0.07813, 0.52004], [-1.46214, -1.39941, 1.74453]],
  "forces_ev_per_a": [[-2.646, -2.308, -1.022], [1.718, 1.290, 2.287], [1.234, 2.109, -2.670], [1.083, -2.836, -2.689], [0.990, -0.432, -0.462], [-2.300, 3.048, -0.403], [-0.526, -1.346, 2.094], [1.416, 1.793, 0.377], [-0.581, -0.336, -0.648], [-0.263, 1.796, -0.069], [0.054, -1.000, 0.077], [-0.858, 0.974, 1.112], [0.211, -0.865, 0.298], [-0.349, 0.417, -0.315], [0.892, -1.932, 1.444], [-0.076, -0.371, 0.588]],
  "mulliken_charge": [-0.581, -0.180, 0.605, -1.107, 0.524, -0.856, -0.530, 0.424, 0.400, 0.307, 0.353, 0.288, -0.441, 0.274, 0.167, 0.354]
}



Entry 3:
{
  "formula": "C25H27N4O6",
  "method": "ωB97M-V/def2-TZVPD",
  "lumo_ev": -3.15,
  "total_charge": 1,
  "e_homo_ev": -10.50,
  "symbols": ["O", "O", "O", "O", "O", "O", "C", "C", "C", "C", "C", "C", "C", "C", "C", "C", "C", "C", "C", "C", "C", "C", "C", "C", "C", "C", "N", "N", "N", "N", "C", "C", "C", "C", "C", "H", "H", "H", "H", "H", "H", "H", "H", "H", "H", "H", "H", "H", "H", "H", "H", "H", "H", "H", "H", "H", "H", "H", "H", "H", "H", "H"],
  "positions_angstrom": [[2.35596, 4.55462, 0.79254], [3.24818, -3.07211, -4.31602], [-0.91178, -5.14360, -1.80413], [2.06362, 4.81733, 7.16449], [3.74818, 5.61651, 2.78209], [-0.25247, 2.98196, 3.44881], [1.56731, 4.12043, 1.62656], [2.26232, -3.56344, -3.79699], [0.19829, -4.66750, -1.61778], [0.41299, 3.39280, 1.17272], [-0.46236, 2.85034, 2.08984], [0.18036, -0.48267, -4.13660], [-0.43967, -1.03983, -3.05003], [-0.39569, 1.15236, -2.75204], [2.91735, 5.22104, 4.96789], [0.92965, 3.90814, 5.28291], [-2.28368, 2.33934, 0.41871], [-2.19917, 1.11439, 2.49746], [-3.42183, 1.61603, 0.04251], [-3.33680, 0.39509, 2.11984], [1.97367, 4.65244, 5.81595], [2.81255, 5.05250, 3.59139], [0.80680, 3.73116, 3.90596], [-1.64833, 2.09085, 1.64986], [1.75330, 4.31371, 3.05128], [-3.95855, 0.64098, 0.89081], [0.19555, 0.88723, -3.93722], [1.21449, -5.38680, -1.12477], [1.77348, -2.99118, -2.69247], [-0.78613, -0.01120, -2.18882], [1.60577, -4.77526, -4.43331], [-5.20308, -0.10874, 0.49481], [1.11858, -6.79814, -0.74448], [-0.65383, -2.51862, -2.80499], [0.48325, -3.20412, -2.01068], [2.82941, 5.37352, 7.37769], [3.49493, 5.39659, 1.85661], [0.28476, 3.29281, 0.10668], [0.59708, -1.02371, -4.98193], [-0.52687, 2.14175, -2.32240], [3.74433, 5.80362, 5.35799], [0.20204, 3.46653, 5.95425], [-1.93318, 3.13430, -0.23221], [-1.74831, 0.91204, 3.46653], [-3.92116, 1.83926, -0.89617], [-3.74517, -0.34738, 2.80017], [0.59841, 1.57078, -4.57470], [2.11024, -4.93548, -1.02712], [2.35415, -2.23843, -2.35335], [-1.26591, -0.11937, -1.29910], [1.79839, -5.65714, -3.82638], [2.04644, -4.93404, -5.41734], [0.53531, -4.63478, -4.54877], [-4.97466, -0.82684, -0.29832], [-5.62121, -0.65436, 1.34699], [-5.96543, 0.58680, 0.12938], [2.11493, -7.23467, -0.65178], [0.56054, -7.35460, -1.50182], [0.59607, -6.89504, 0.20985], [-1.58888, -2.64163, -2.25416], [-0.79228, -3.02014, -3.76297], [0.54776, -2.68643, -1.05369]],
  "forces_ev_per_a": [[0.784, 0.479, -0.533], [0.269, 0.072, 0.026], [0.075, 0.394, 0.150], [-0.122, -0.110, -0.428], [-0.684, -0.380, 0.580], [-0.424, -0.198, -1.203], [0.359, 0.236, -0.059], [0.735, -0.601, -2.092], [-0.944, -0.704, -0.933], [-1.321, -0.797, 1.916], [1.543, 1.027, -0.955], [-0.348, -0.292, 0.630], [0.577, -0.935, -0.495], [0.132, -0.147, -0.169], [0.275, 0.155, -0.404], [-0.927, -0.639, 0.175], [-0.142, -0.294, 0.087], [-0.214, -0.045, -0.242], [0.574, 0.063, 0.426], [0.383, 0.430, -0.238], [0.401, 0.246, -0.260], [0.842, 0.558, -0.004], [0.744, 0.543, 0.912], [-0.602, -0.416, 0.770], [-1.132, -0.780, -0.549], [-0.011, -0.112, 0.209], [-0.529, -0.393, 1.015], [0.897, 0.196, 0.202], [-1.179, 0.273, 2.216], [0.684, 0.615, -1.270], [0.054, 0.255, 0.202], [-0.025, 0.046, 0.119], [-0.382, 0.114, -0.028], [-0.519, 0.037, 0.483], [0.823, 0.573, -0.322], [-0.263, -0.202, -0.127], [-0.003, -0.037, 0.017], [-0.082, -0.086, 0.054], [-0.037, 0.533, 0.143], [0.015, -0.352, -0.134], [-0.020, -0.017, -0.035], [0.022, 0.019, -0.075], [0.016, 0.007, 0.135], [-0.007, 0.133, -0.205], [0.040, 0.035, 0.085], [0.017, 0.101, -0.129], [-0.197, -0.115, 0.349], [-0.039, -0.013, -0.021], [-0.002, 0.008, -0.076], [0.028, 0.296, -0.123], [-0.168, -0.087, 0.074], [0.031, 0.159, 0.180], [-0.217, -0.183, 0.110], [-0.147, 0.037, 0.042], [0.088, 0.071, -0.208], [0.092, -0.170, -0.016], [-0.099, 0.261, -0.046], [0.041, 0.148, 0.091], [0.035, -0.071, -0.097], [-0.023, -0.172, -0.059], [0.003, 0.083, 0.026], [0.230, 0.146, 0.110]],
  "mulliken_charge": [-0.834, -0.645, -0.659, -0.529, -0.653, -0.417, 1.050, 0.604, 0.147, -0.675, 0.703, -0.530, 0.235, -0.336, -0.776, -0.670, -0.858, -0.756, -0.888, -0.713, 0.931, 0.035, -0.041, 0.308, 0.126, 1.074, -0.018, -0.117, -0.085, 0.159, -0.980, -1.324, -0.930, -0.669, -0.034, 0.290, 0.406, 0.405, 0.430, 0.448, 0.338, 0.466, 0.796, 0.441, 0.426, 0.361, 0.260, 0.289, 0.251, 0.209, 0.246, 0.347, 0.299, 0.258, 0.363, 0.352, 0.344, 0.312, 0.323, 0.531, 0.200, 0.375]
}



no.,maximum force (hartree/bohr),M (g mol⁻¹),energy (hartree)
1,0.0128,96.1,-304.83117
2,0.0789,95.1,-288.48638
3,0.0491,479.5,-1639.16584